1.
# C4H8N2S

A cluster of 2 separate species, C4H8N2S in total in a non-equilibrium geometry (wB97M-V/def2-TZVPD, OMol25).

```
15
Properties=species:S:1:pos:R:3:forces:R:3
C 3.512598 1.348767 -1.295712 -0.618 -0.173 0.554
C -1.397242 -0.808773 -1.168513 -0.084 -2.289 2.617
C -0.155739 0.030819 -1.131067 -2.245 -0.251 -2.869
C 1.515809 0.958349 1.889441 0.989 0.852 -0.099
N 4.132824 1.288127 -2.258652 0.988 0.185 -1.662
N 2.908832 1.231993 -0.159840 1.826 -0.443 0.174
S 1.447023 1.660574 0.156112 -0.838 1.049 2.567
H -1.702857 -1.237103 -2.129170 0.235 0.450 -0.234
H -2.281577 -0.351714 -0.692946 0.337 0.305 -0.503
H -0.272145 0.840228 -1.864554 0.064 0.495 0.740
H 0.778240 -0.412658 -1.373103 0.820 -0.839 0.515
H -1.268287 -1.746714 -0.504352 -0.003 1.213 -0.960
H 2.369008 0.232124 1.745958 -1.747 -0.106 0.342
H 2.000025 1.667675 2.608061 -0.749 -0.016 -0.753
H 0.493953 0.714529 2.261892 1.027 -0.431 -0.428
```
Forces are in eV/Å.

Properties
E_HOMO (alpha / beta) (eV): -7.733 / -10.099
Frontier orbital gap (alpha / beta) (eV): 8.27 / 8.06
⟨S²⟩: 2.014
Electronic energy (eV): -18087.813
2S+1: 3
Max |F| (eV/A): 3.65

Atom charges from the Mulliken analysis, given in e for atoms 1 to 6: 0.429, -0.948, -0.716, -0.761, -0.441, -0.312

---

2.
# C4H8N3

The ion C4H8N3 with charge +1 in a non-equilibrium geometry (wB97M-V/def2-TZVPD, OMol25).

```
15
Properties=species:S:1:pos:R:3:forces:R:3
C -2.309454 -0.412562 0.043692 -1.067 -0.246 -0.151
N -0.907424 -0.071413 0.058052 0.629 -0.266 0.136
C -0.460943 1.208160 0.040546 0.605 0.604 -0.057
C 0.911576 1.214181 0.001115 -0.315 0.360 -0.092
N 1.370985 -0.041783 -0.001133 -5.740 -3.375 0.080
N 2.617993 -0.560437 0.060285 1.142 -0.440 0.303
C 0.078874 -0.934075 0.080620 4.902 3.327 -0.260
H -2.714659 -0.259705 -0.956862 0.094 -0.030 0.025
H -2.461478 -1.451635 0.331841 0.130 0.109 0.020
H -2.847639 0.237557 0.731981 0.122 -0.081 0.038
H -1.136601 2.039329 0.041815 -0.104 0.094 0.006
H 1.555934 2.073988 -0.031901 0.135 0.033 0.011
H 3.337141 0.132125 0.238141 -0.242 -0.038 0.002
H 2.849841 -1.175028 -0.711872 -0.150 0.321 -0.102
H 0.115855 -1.998706 0.073681 -0.141 -0.372 0.042
```
Forces are in eV/Å.

Properties
E_HOMO (eV): -13.453
Frontier orbital gap (eV): 9.85
Charge: +1
SMILES: C[n+]1ccn(N)c1
Electronic energy (eV): -8739.854
Max |F| (eV/A): 6.66

Atom charges from the Mulliken analysis, given in e for atoms 1 to 6: -0.810, 0.114, -0.466, -0.084, 0.467, -0.816

---

3.
# C4H8N3

A cluster of 2 separate species, C4H8N3 in total (wB97M-V/def2-TZVPD, OMol25).

```
15
Properties=species:S:1:pos:R:3:forces:R:3
C 0.459829 -0.237710 1.433236 0.040 0.141 0.802
C 0.148897 -2.148002 -2.132404 -0.050 -0.610 -0.204
C -0.395395 1.695140 1.911912 -0.065 0.283 -0.026
C -0.485446 1.457338 0.457314 0.066 -0.222 0.060
N 0.225018 0.520230 2.419473 0.377 -0.622 0.559
N 0.034287 0.300890 0.202771 -0.388 0.780 -0.205
N 0.296678 -0.903747 -2.058090 0.086 0.573 -0.061
H 0.934923 -1.196351 1.495457 0.130 -0.292 -0.087
H 0.248790 -2.727325 -3.044864 0.042 0.087 -0.133
H 0.211077 2.575316 2.163757 -0.006 0.035 -0.157
H -1.357074 1.880334 2.403155 -0.085 -0.030 -0.154
H -0.904745 2.107231 -0.286974 -0.061 0.082 -0.310
H -0.096733 -2.701515 -1.234739 -0.052 -0.069 0.159
H 0.527901 -0.412945 -2.917578 0.013 -0.215 -0.155
H 0.151992 -0.208885 -0.812425 -0.046 0.077 -0.087
```
Forces are in eV/Å.

Properties
E_HOMO (eV): -15.114
Frontier orbital gap (eV): 10.59
Charge: +1
Electronic energy (eV): -8740.182
Max |F| (eV/A): 0.92

Atom charges from the Mulliken analysis, given in e for atoms 1 to 6: -0.100, -0.218, -0.521, -0.024, -0.383, 0.039

---

4.
# C4H8N3O2

The ion C4H8N3O2 with charge +1 in a non-equilibrium geometry (wB97M-V/def2-TZVPD, OMol25).

```
17
Properties=species:S:1:pos:R:3:forces:R:3
N 1.782198 0.208739 -1.833892 -1.019 -0.515 -2.688
C 1.053664 -0.078188 -0.767921 -1.038 0.431 0.610
C 1.532403 0.182386 0.543418 -1.898 -0.344 0.799
C 0.642749 0.148039 1.592698 2.311 -0.028 -1.120
N -0.685745 -0.111557 1.654088 0.244 -1.711 -2.381
C -1.414543 -0.184688 0.396400 3.863 -1.789 -1.056
O -1.830443 1.031782 0.134708 -2.097 0.110 -0.879
O -2.261528 -1.204201 0.164763 -1.130 1.965 -0.013
N -0.213655 -0.503741 -0.847580 -0.652 0.853 -0.526
H 2.778181 0.375034 -1.811418 -0.193 0.021 0.236
H 1.345001 0.088900 -2.802275 1.116 0.199 2.019
H 2.475041 0.646603 0.668809 0.884 -0.132 0.382
H 1.116430 0.327226 2.522936 -0.082 0.527 1.045
H -1.144838 0.549422 2.208904 -0.966 0.863 1.580
H -2.539075 0.903883 -0.522083 -0.194 0.746 0.046
H -2.015306 -2.056168 0.502167 0.655 -0.565 0.502
H -0.620532 -0.323473 -1.803723 0.195 -0.630 1.443
```
Forces are in eV/Å.

Properties
E_HOMO (eV): -13.520
Frontier orbital gap (eV): 9.85
Charge: +1
SMILES: [NH2+]=C1C=CNC(O)(O)N1
Electronic energy (eV): -12836.153
Max |F| (eV/A): 4.39

Atom charges from the Mulliken analysis, given in e for atoms 1 to 6: -0.405, 0.831, -0.730, -0.240, -0.315, 0.622

---

5.
# C4H8N3O2

A cluster of 2 separate species, C4H8N3O2 in total in a non-equilibrium geometry (wB97M-V/def2-TZVPD, OMol25).

```
17
Properties=species:S:1:pos:R:3:forces:R:3
C -0.079640 -2.532997 -1.171163 -2.535 0.194 1.618
C -1.046943 -0.749508 -0.333921 1.490 2.325 0.043
C 0.286103 1.920063 0.038544 4.547 -1.011 3.380
C -0.749147 1.228425 0.858756 -4.152 -1.189 -2.498
N 0.053490 -1.190274 -0.947388 1.223 0.532 -0.122
N -1.227061 -2.908318 -0.683835 0.581 -1.004 -0.852
N 1.521554 1.009429 -0.001046 -0.978 0.105 -1.584
O -1.818904 -1.753606 -0.179352 -0.887 -0.587 0.215
O -0.485066 0.586433 1.944049 3.165 1.595 0.011
H 0.551803 -3.266745 -1.582217 0.974 -0.274 -0.571
H 0.600507 2.816291 0.692068 -0.880 -0.648 -1.145
H 0.213697 2.123944 -0.994618 -1.602 0.678 -0.761
H -1.846763 1.539542 0.703830 1.812 -0.333 0.201
H 2.365373 1.289269 -0.489421 -0.540 0.790 -0.057
H 0.917046 -0.600136 -0.919668 -0.699 -0.160 -0.260
H 1.811700 0.568871 0.819534 0.147 -0.349 1.876
H -1.067749 -0.080683 2.245847 -1.666 -0.664 0.506
```
Forces are in eV/Å.

Properties
E_HOMO (eV): -14.342
Frontier orbital gap (eV): 9.68
Charge: +1
Electronic energy (eV): -12831.900
Max |F| (eV/A): 5.76

Atom charges from the Mulliken analysis, given in e for atoms 1 to 6: -0.075, -0.071, -0.261, 0.175, 0.012, -0.282

---

6.
# C4H8N3O2S

The ion C4H8N3O2S with charge +1 in a non-equilibrium geometry (wB97M-V/def2-TZVPD, OMol25).

```
18
Properties=species:S:1:pos:R:3:forces:R:3
C -2.207250 0.542546 -2.065822 0.523 1.440 0.573
C -1.335148 0.266487 -0.871429 -2.275 0.224 -1.218
N -1.761548 -0.505721 0.124478 2.448 0.754 0.409
C -0.686673 -0.603705 0.983298 -0.658 -1.926 4.063
C 0.405365 0.047235 0.551682 0.588 0.160 -0.946
S 2.384031 0.112653 0.663007 -2.627 -1.311 1.134
N 2.517431 -0.568828 2.193475 1.518 -0.081 -0.013
O 2.849432 -0.667218 -0.424867 -0.129 -0.737 0.141
O 2.614464 1.491349 0.626717 0.662 1.766 0.604
N -0.101348 0.651673 -0.600615 2.920 1.842 -2.064
H -2.936260 1.354045 -1.952705 0.235 0.025 0.739
H -1.545202 0.947143 -2.805763 0.120 -0.392 -1.012
H -2.826651 -0.287708 -2.355565 0.385 -0.655 -0.301
H -2.590325 -1.059219 0.225592 -0.451 0.155 -0.237
H -0.913107 -1.009059 1.999925 0.714 -0.092 -1.233
H 2.084979 -1.514065 2.133969 0.854 0.721 0.257
H 3.494548 -0.541474 2.728829 -2.700 -0.009 -1.914
H 0.553263 1.343864 -1.154205 -2.127 -1.886 1.017
```
Forces are in eV/Å.

Properties
E_HOMO (eV): -14.242
Frontier orbital gap (eV): 11.13
Charge: +1
SMILES: Cc1[nH]cc(S(N)(=O)=O)[nH+]1
Electronic energy (eV): -23669.977
Max |F| (eV/A): 4.54

Atom charges from the Mulliken analysis, given in e for atoms 1 to 6: -1.131, 0.423, -0.016, -0.020, -0.192, 0.963

---

7.
# C4H8N3O3

The ion C4H8N3O3 with charge +1 in a non-equilibrium geometry (wB97M-V/def2-TZVPD, OMol25).

```
18
Properties=species:S:1:pos:R:3:forces:R:3
C -1.425873 -1.919554 0.217828 -1.236 0.120 -3.114
C -0.933978 -0.526015 0.118648 0.122 0.513 -1.252
N -1.839216 0.416906 0.116198 -1.800 0.298 0.363
C 0.440877 -0.096381 -0.076385 -1.754 0.533 -0.127
C 0.821567 1.279128 -0.103989 1.229 -0.432 0.595
N 2.020642 1.660891 0.326482 -1.879 4.178 -1.724
O -0.152680 2.149142 -0.445221 0.562 1.049 0.008
N 1.454998 -1.047601 -0.118153 2.150 -1.297 1.538
O 1.229826 -2.168592 -0.541643 0.255 1.029 0.210
O 2.566765 -0.708321 0.399494 -1.239 -1.352 -1.180
H -0.907441 -2.468997 0.913844 0.777 -1.345 1.999
H -1.208513 -2.473634 -0.737712 0.229 0.791 0.657
H -2.535155 -1.977357 0.202979 0.737 0.237 0.899
H -2.858663 0.244010 0.359323 2.047 0.150 -0.559
H -1.483762 1.357081 -0.145099 -1.134 -0.758 0.586
H 2.630468 0.899658 0.550835 0.829 -0.714 0.392
H 2.325138 2.696887 0.231046 -0.683 -2.547 0.222
H -0.145008 2.682741 -1.268483 0.789 -0.453 0.489
```
Forces are in eV/Å.

Properties
E_HOMO (eV): -13.839
Frontier orbital gap (eV): 9.32
Charge: +1
SMILES: CC(=[NH2+])/C(=C(/N)O)[N+](=O)[O-]
Electronic energy (eV): -14880.280
Max |F| (eV/A): 4.90

Atom charges from the Mulliken analysis, given in e for atoms 1 to 6: -1.297, 0.769, -0.315, -0.113, 0.448, -0.253

---

8.
# C4H8N4

The molecule C4H8N4 in a non-equilibrium geometry (wB97M-V/def2-TZVPD, OMol25).

```
16
Properties=species:S:1:pos:R:3:forces:R:3
H -4.125101 -0.237238 0.285026 0.410 -0.181 -0.017
N -3.135309 -0.503957 0.233752 -0.436 1.310 -0.751
C -2.439567 0.527184 -0.103221 -1.691 0.195 1.504
N -1.100054 0.440037 -0.201896 1.472 -1.058 -0.271
C -0.488583 -0.808120 -0.132988 0.287 2.200 -0.007
N 0.768476 -0.943045 0.027171 0.138 -1.307 -0.618
C 1.682998 0.090441 0.023576 -0.391 1.399 0.498
C 3.075247 -0.416919 0.006149 0.571 1.370 1.671
N 1.342796 1.338461 0.097530 -0.131 -0.600 0.160
H 2.096663 2.015053 0.208126 0.179 -0.516 -0.303
H -2.781837 1.594201 -0.129423 -0.119 -0.968 -0.315
H -0.461133 1.247003 -0.072904 -0.213 -0.450 -0.210
H -1.134403 -1.656545 -0.253825 -0.204 -0.251 0.195
H 3.770032 0.429892 0.029034 0.032 -0.261 -0.012
H 3.286846 -1.027383 -0.810953 0.128 -0.968 -1.566
H 3.236994 -1.040967 0.887916 -0.032 0.086 0.041
```
Forces are in eV/Å.

Properties
E_HOMO (eV): -9.149
Frontier orbital gap (eV): 9.65
SMILES: [H]/N=C/N/C=N\C(C)=N\[H]
Electronic energy (eV): -10237.518
Max |F| (eV/A): 2.27

Atom charges from the Mulliken analysis, given in e for atoms 1 to 6: 0.229, -0.614, -0.025, -0.145, -0.102, -0.457

---

9.
# C4H8N4

The molecule C4H8N4 in a non-equilibrium geometry (wB97M-V/def2-TZVPD, OMol25).

```
16
Properties=species:S:1:pos:R:3:forces:R:3
H 1.118882 2.617174 -0.378484 1.988 -1.315 -0.119
N 1.977230 2.004307 -0.666285 -2.371 0.835 0.488
C 1.601635 0.790756 -0.814358 1.128 0.082 -1.945
N 0.400044 0.217827 -0.437669 1.755 -0.199 -0.887
C 0.071370 -1.064457 -0.785959 -0.917 -0.703 0.661
N -0.871657 -1.763863 -0.303749 -0.250 -0.163 -1.014
C -1.754234 -1.145768 0.643892 0.427 -0.116 1.196
C -0.946462 -0.119637 1.449344 -1.966 2.054 -1.483
N -0.335487 0.887429 0.516906 -0.534 0.928 1.947
H 2.291989 0.155082 -1.470015 -1.101 0.344 1.319
H 0.636871 -1.533557 -1.555258 0.908 0.074 -0.491
H -2.687439 -0.801637 0.150823 0.668 0.168 0.354
H -2.029938 -1.921876 1.372154 -0.265 0.106 -0.247
H -1.582469 0.497540 2.114843 0.465 -0.606 -0.074
H -0.143718 -0.589308 1.928551 0.886 -1.068 1.206
H 0.371066 1.391325 1.115456 -0.820 -0.421 -0.913
```
Forces are in eV/Å.

Properties
E_HOMO (eV): -8.518
Frontier orbital gap (eV): 9.37
SMILES: [H]/N=C\N1C=NCCN1
Electronic energy (eV): -10235.913
Max |F| (eV/A): 3.21

Atom charges from the Mulliken analysis, given in e for atoms 1 to 6: 0.275, -0.663, 0.136, 0.247, 0.120, -0.556

---

10.
# C4H8N4

A structure of composition C4H8N4 in a non-equilibrium geometry (wB97M-V/def2-TZVPD, OMol25).

```
16
Properties=species:S:1:pos:R:3:forces:R:3
C 1.243629 -0.304322 0.599740 -0.364 2.013 1.815
C -1.037472 -1.008867 0.294784 -2.264 -1.436 2.719
C 2.293999 0.793309 0.311280 1.140 1.364 1.611
C -2.457968 -0.589800 -0.140464 0.308 -1.597 -0.714
N 1.743793 -1.490763 -0.055315 -0.644 -2.337 -0.527
N 0.838401 -2.023312 -0.741156 3.626 -0.611 1.421
N -0.136189 0.008295 0.157001 2.505 -0.079 0.158
N -0.293243 -1.551468 -0.861086 -2.960 1.805 -1.631
H 1.330662 -0.519795 1.757701 -0.570 0.115 -2.053
H -1.135862 -1.722328 1.224355 0.977 1.220 -1.488
H 3.284325 0.533429 0.827705 -1.414 -0.177 -0.714
H 2.090581 1.825734 0.822886 -0.207 -1.814 -1.394
H 2.550283 0.844556 -0.760403 -0.485 0.347 0.437
H -2.285501 -0.302770 -1.206253 -0.752 0.124 0.855
H -2.863247 0.220960 0.487792 0.305 -0.378 -0.365
H -3.129669 -1.518150 -0.093887 0.799 1.441 -0.128
```
Forces are in eV/Å.

Properties
E_HOMO (eV): -9.772
Frontier orbital gap (eV): 9.43
Electronic energy (eV): -10233.203
Max |F| (eV/A): 3.94

Atom charges from the Mulliken analysis, given in e for atoms 1 to 6: 0.400, 0.594, -1.179, -1.198, -0.183, -0.316

---

11.
# C4H8N4

A structure of composition C4H8N4 in a non-equilibrium geometry (wB97M-V/def2-TZVPD, OMol25).

```
16
Properties=species:S:1:pos:R:3:forces:R:3
C 1.172817 -0.662377 -2.099693 0.682 0.294 0.914
C -0.125574 0.127136 -0.055142 -0.665 -3.788 1.618
C -0.974406 1.884843 0.966028 2.782 4.188 -5.468
C -0.498753 -0.087138 1.302282 1.267 -4.727 -1.065
H 1.397171 -1.918550 -2.442846 -0.396 4.412 0.802
H 0.992142 0.178766 -3.125348 0.250 -3.034 3.339
H 2.147721 -0.091003 -1.354823 -2.764 -2.127 -2.592
H 0.023824 -1.782071 -0.617933 -0.248 2.223 -1.022
H 0.001155 2.134832 -1.148292 -1.685 -3.709 3.442
H -0.851762 3.022633 0.718136 -1.122 -1.825 2.350
H -1.414513 -1.722259 2.351892 1.765 0.553 -1.494
H -0.027796 -1.157278 3.035686 -0.874 -1.377 -3.915
N -0.095705 -0.803760 -1.070812 3.334 -2.806 -1.617
N -0.375145 1.358932 -0.288834 -0.642 7.532 -1.272
N -0.942648 1.002421 1.881101 -0.904 0.804 1.589
N -0.428530 -1.485128 1.948598 -0.781 3.388 4.389
```
Forces are in eV/Å.

Properties
E_HOMO (eV): -7.548
Frontier orbital gap (eV): 8.04
Electronic energy (eV): -10232.329
Max |F| (eV/A): 7.67

Atom charges from the Mulliken analysis, given in e for atoms 1 to 6: -0.574, -0.051, -0.184, 0.307, 0.269, 0.202

---

12.
# C4H8N4

A structure of composition C4H8N4 in a non-equilibrium geometry (wB97M-V/def2-TZVPD, OMol25).

```
16
Properties=species:S:1:pos:R:3:forces:R:3
C -1.442754 0.204854 0.150388 3.300 -1.042 -1.286
C 0.159467 0.081670 0.723469 -8.998 -3.184 2.195
C 0.936196 1.162424 0.242160 -1.441 4.993 -0.821
C 1.593950 -0.833112 -0.391534 1.368 -5.385 -0.156
H -2.416389 -1.543354 -0.746525 0.228 1.887 1.210
H -0.827291 -1.563824 -0.177774 -2.177 -0.193 0.716
H -2.821337 1.050994 -0.612078 1.371 0.926 -0.679
H 0.044669 -0.192500 1.822315 0.478 1.327 -1.014
H 0.389968 2.112573 -0.400851 1.011 -3.366 0.474
H 1.120701 1.813317 1.040298 1.378 0.613 1.624
H 2.623828 0.874590 -0.854940 1.530 0.227 -1.196
H 2.364853 -1.615721 -0.690497 -1.083 1.221 -0.433
N -1.809785 -1.113079 0.005648 -1.139 -1.411 -0.997
N -1.794944 1.284549 -0.427367 -2.895 -0.610 1.395
N 1.997751 0.423786 -0.264868 0.796 0.482 -0.258
N 0.469813 -1.256841 0.154182 6.273 3.517 -0.773
```
Forces are in eV/Å.

Properties
E_HOMO (eV): -8.645
Frontier orbital gap (eV): 9.42
Electronic energy (eV): -10234.189
Max |F| (eV/A): 9.79

Atom charges from the Mulliken analysis, given in e for atoms 1 to 6: 0.208, 0.225, -0.698, -0.228, 0.268, 0.363

---

Relative energy (zero: lowest compared OMol25 entry of this formula, charge and spin) per entry: 222.0; 282.5; 250.8; 107.9; 518.2; 0.0; 52.1; 69.8; 224.7; 486.2; 570.6; 391.1 kJ/mol